{"formula": "C10H22Cl2FeN4O3Si", "method": "ωB97M-V with the def2-TZVPD basis set", "species": ["H", "H", "H", "H", "H", "H", "H", "C", "C", "Cl", "H", "H", "C", "O", "O", "H", "C", "H", "H", "N", "H", "H", "N", "C", "H", "N", "H", "H", "H", "N", "C", "Si", "C", "H", "C", "C", "O", "H", "C", "Fe", "H", "H", "Cl"], "xyz": [[-5.35760, 2.35084, -1.64917], [1.13115, -3.56322, 3.04570], [3.36754, -0.18416, -0.34468], [-0.56932, -4.25472, -1.77594], [2.68264, 0.32071, 3.00347], [0.28531, -3.47540, -0.39424], [-0.38883, -1.06895, 4.15579], [-4.80101, 1.44888, -1.89175], [-0.40721, -0.61735, 3.16087], [0.45878, -2.24035, -2.37226], [-0.11690, -3.47413, 1.81402], [-4.83791, 1.30919, -2.97279], [-3.39698, 1.57900, -1.41214], [2.86228, 3.12684, -2.40756], [1.33013, 1.49216, -2.27032], [1.59377, -3.57407, 1.34645], [-0.30508, 2.84487, 0.13189], [2.71454, -1.20513, 3.88833], [-0.34147, 0.46590, 3.28540], [3.15319, -0.17967, -1.33620], [-2.57927, -0.24471, -2.11751], [3.59728, -0.96756, -1.78634], [-1.26834, 0.95242, -1.11627], [2.52895, 1.97235, -2.20452], [-5.30475, 0.60333, -1.42097], [3.53229, 1.01635, -1.96246], [-1.37540, -0.84066, 2.70695], [3.48953, -1.08642, 2.31189], [0.36772, 3.28006, -0.60957], [-2.46718, 0.63418, -1.64381], [-1.43122, 2.13720, -0.53917], [0.99425, -1.25540, 2.08815], [0.89377, -3.14110, 2.06663], [-3.19446, 3.48714, -0.34004], [-2.76068, 2.56938, -0.69773], [-0.37816, -3.33514, -1.23684], [0.89929, -0.66047, 0.59455], [4.42190, 1.41593, -1.70879], [2.62137, -0.76448, 2.89266], [0.68153, 0.03274, -1.15122], [-0.69130, 3.63683, 0.77071], [0.27266, 2.15370, 0.74952], [-1.90674, -2.69688, -0.65068]], "mulliken_spin": [0.000, -0.001, -0.006, 0.001, 0.000, 0.000, -0.001, 0.000, 0.003, 0.022, 0.000, 0.000, -0.001, 0.012, 0.067, 0.000, 0.018, 0.000, 0.000, 0.028, 0.001, -0.002, 0.002, 0.008, 0.000, -0.004, 0.000, 0.000, 0.000, 0.001, -0.020, 0.016, 0.002, 0.000, 0.002, 0.002, 0.075, 0.001, 0.004, 3.762, 0.001, 0.006, 0.000], "homo_energy_ev": [-8.70, -8.47], "multiplicity": 5, "gap_ev": [8.959, 8.717], "lumo_ev": [0.257, 0.249], "molar_mass_g_mol": 401.15, "relative_energy_kj_mol": 9.56, "s2": 6.010, "fmax_ev_per_a": 0.78}

{"formula": "C3H4N2O", "method": "ωB97M-V with the def2-TZVPD basis set", "species": ["H", "H", "N", "H", "O", "C", "H", "N", "C", "C"], "xyz": [[-2.30241, -1.27298, -0.42823], [0.28987, -1.79776, 0.31942], [1.68836, 0.59568, 0.38458], [1.49363, 0.07690, 1.22352], [-1.57108, 0.61429, -0.82914], [-1.43468, -0.63712, -0.37392], [1.95877, 1.57833, 0.46534], [-0.36879, 1.29680, -0.66251], [-0.18574, -0.86178, 0.05456], [0.43206, 0.40764, -0.15361]], "lowdin_charge": [0.126, 0.116, 0.111, 0.084, -0.052, -0.125, 0.106, 0.112, -0.020, -0.458], "homo_energy_ev": -9.40, "multiplicity": 1, "gap_ev": 10.384, "lumo_ev": 0.989, "molar_mass_g_mol": 84.08, "smiles": "Nc1ccon1", "relative_energy_kj_mol": 219.15, "fmax_ev_per_a": 1.90}

{"formula": "C10H15O2", "method": "ωB97M-V with the def2-TZVPD basis set", "species": ["H", "H", "H", "C", "C", "H", "C", "O", "H", "C", "C", "C", "H", "H", "C", "H", "C", "H", "H", "C", "H", "C", "H", "H", "H", "H", "O"], "xyz": [[-1.94166, 0.74559, -1.29226], [-0.80935, 1.50395, -0.15335], [0.93246, 0.57700, -1.57040], [-1.09348, -0.54137, 0.38442], [0.16895, -0.57832, 1.19060], [-0.73268, -2.73028, 0.11304], [-0.97109, 0.64692, -0.69412], [3.57876, 0.18429, 0.19780], [3.54501, 1.33660, -1.61813], [0.03734, 0.02585, -1.65292], [2.61037, -0.55264, 0.43922], [-2.20078, -0.11939, 1.30742], [-1.81965, -2.07508, -1.03421], [0.48224, 0.35907, 1.66002], [0.23881, -1.37570, -1.15734], [-1.80597, 0.75062, 1.95271], [3.46517, 1.41019, -0.50195], [2.51356, 1.95006, -0.45221], [-0.03199, -1.35293, 1.91676], [1.25164, -1.00130, 0.16936], [0.68557, -2.07235, -1.94587], [-1.01398, -1.82591, -0.41651], [-3.11304, 0.23584, 0.68702], [4.32257, 1.93325, -0.18913], [-0.33145, 0.03288, -2.69940], [-2.63410, -0.90548, 1.93600], [2.42545, -1.74431, 0.87351]], "lowdin_charge": [0.150, 0.088, 0.076, -0.513, -0.064, 0.139, -0.078, 0.152, 0.135, -0.152, -0.241, -0.040, 0.125, 0.146, -0.137, 0.120, 0.024, 0.116, 0.151, -0.039, 0.176, -0.050, 0.119, 0.099, 0.145, 0.088, 0.264], "homo_energy_ev": -14.28, "multiplicity": 1, "gap_ev": 10.070, "lumo_ev": -4.207, "molar_mass_g_mol": 167.23, "relative_energy_kj_mol": 273.01, "charge": 1, "fmax_ev_per_a": 5.03}